# 1
# C12H31Cl2O2P2Tc

A molecular structure, C12H31Cl2O2P2Tc in a non-equilibrium geometry (the ωB97M-V functional and the def2-TZVPD basis, OMol25).

Each line ends with the Mulliken spin population.
Cartesian coordinates (Å):
C (5.399, 0.869, -3.657)  0.001
C (4.418, 0.538, -2.567)  0.000
H (5.309, 0.123, -4.450)  0.000
H (6.426, 0.856, -3.268)  0.000
H (5.184, 1.863, -4.074)  0.000
O (3.651, -0.403, -2.540)  0.001
Cl (4.465, 1.714, -1.239)  -0.001
Tc (-0.159, 0.263, 0.295)  2.579
P (1.357, -1.167, 1.135)  -0.026
C (1.071, -2.968, 1.342)  0.042
C (3.099, -1.281, 0.623)  0.002
H (3.644, -1.869, 1.377)  0.005
H (2.376, -1.260, 3.350)  0.013
H (3.511, -0.273, 0.531)  -0.001
H (2.068, 0.428, 2.833)  0.005
H (1.162, -3.428, 0.354)  0.000
H (3.127, -1.772, -0.353)  0.003
C (1.661, -0.586, 2.872)  0.057
H (1.833, -3.387, 2.011)  0.007
H (0.733, -0.566, 3.459)  0.001
H (0.076, -3.190, 1.744)  -0.004
P (-0.994, 1.454, -1.432)  0.015
C (-2.413, 1.025, -2.513)  0.039
C (-1.638, 2.981, -0.599)  0.048
H (0.923, 2.656, -2.285)  -0.001
H (-0.572, 2.980, -3.246)  0.004
H (0.305, 1.425, -3.443)  0.002
C (0.030, 2.214, -2.736)  0.011
H (-0.801, 3.485, -0.106)  0.003
H (-2.081, 3.634, -1.356)  0.016
H (-2.716, 1.915, -3.078)  0.009
H (-3.271, 0.655, -1.941)  -0.003
H (-2.390, 2.732, 0.158)  0.001
H (-2.090, 0.252, -3.214)  0.000
Cl (1.244, 1.998, 0.755)  0.090
C (-3.683, -1.219, -0.077)  0.013
C (-3.295, -0.050, 0.814)  0.015
O (-1.874, -0.274, 1.350)  0.050
C (-1.901, -1.385, 2.357)  0.025
C (-2.708, -0.960, 3.560)  0.004
H (-2.895, -1.463, -0.810)  -0.001
H (-4.628, -1.004, -0.596)  0.000
H (-3.837, -2.142, 0.508)  0.000
H (-3.269, 0.916, 0.285)  -0.014
H (-3.966, 0.074, 1.673)  0.002
H (-2.296, -2.270, 1.854)  0.003
H (-0.870, -1.600, 2.674)  -0.016
H (-3.778, -0.902, 3.352)  0.000
H (-2.592, -1.645, 4.400)  0.000
H (-2.357, 0.014, 3.911)  0.000

E: -62831.57432 eV
Molar mass: 438.232 g mol⁻¹
2S+1: 4
E_HOMO (alpha / beta): -18.28 / -18.28 eV
Frontier orbital gap (alpha / beta): 3.694 / 4.090 eV
Charge: +3

# 2
# C13H21ClN5O

A gas-phase ion, C13H21ClN5O (charge +1) (the ωB97M-V functional and the def2-TZVPD basis, OMol25).

Each line ends with the Mulliken charge.
Cartesian coordinates (Å):
C (4.142, 1.789, -1.972)  -1.392
C (3.597, 1.966, -0.558)  0.716
C (2.092, 2.226, -0.588)  -1.431
C (3.955, 0.751, 0.315)  -0.774
O (3.470, -0.472, -0.223)  -0.485
C (2.209, -0.912, -0.107)  -0.181
C (1.803, -1.739, -1.167)  -0.305
C (0.554, -2.313, -1.229)  -0.449
C (-0.364, -2.090, -0.209)  -0.140
C (-1.757, -2.674, -0.254)  -0.954
N (-2.769, -1.702, 0.125)  -0.082
C (-2.937, -0.505, -0.430)  0.555
N (-2.120, -0.099, -1.416)  -0.267
N (-3.974, 0.202, -0.017)  -0.611
C (-4.135, 1.500, 0.026)  0.575
N (-5.383, 1.970, 0.070)  -0.371
N (-3.115, 2.383, 0.075)  -0.348
C (0.027, -1.310, 0.868)  -0.162
C (1.286, -0.731, 0.935)  0.494
Cl (1.610, 0.164, 2.394)  -0.229
H (5.222, 1.669, -1.952)  0.387
H (3.708, 0.907, -2.438)  0.239
H (3.904, 2.657, -2.582)  0.419
H (4.087, 2.827, -0.092)  0.371
H (1.889, 3.153, -1.119)  0.511
H (1.696, 2.314, 0.421)  0.305
H (1.572, 1.418, -1.102)  0.226
H (3.624, 0.912, 1.341)  0.318
H (5.040, 0.619, 0.316)  0.404
H (2.525, -1.911, -1.950)  0.474
H (0.296, -2.940, -2.069)  0.387
H (-1.832, -3.508, 0.447)  0.392
H (-1.966, -3.063, -1.257)  0.286
H (-3.416, -1.936, 0.862)  0.265
H (-1.415, -0.721, -1.781)  0.192
H (-2.337, 0.733, -1.937)  0.285
H (-5.583, 2.942, 0.229)  0.195
H (-6.147, 1.318, 0.023)  0.243
H (-3.292, 3.346, 0.311)  0.239
H (-2.176, 2.051, 0.214)  0.148
H (-0.651, -1.152, 1.693)  0.556

E: -35837.89865 eV
Molar mass: 298.798 g mol⁻¹
E_HOMO: -11.27 eV
Frontier orbital gap: 8.714 eV
Charge: +1
SMILES: CC(C)COc1ccc(CNC(=[NH2+])N=C(N)N)cc1Cl

# 3
# O2P2S2

A molecular structure, O2P2S2 in a non-equilibrium geometry (the ωB97M-V functional and the def2-TZVPD basis, OMol25).

Each line ends with the Mulliken charge.
Cartesian coordinates (Å):
O (-0.570, -0.712, 2.383)  -0.544
O (0.417, 1.383, 1.630)  -0.517
P (-0.458, -0.278, -1.215)  0.089
P (0.429, -0.132, 1.452)  0.081
S (-0.256, -1.697, -2.533)  -0.575
S (0.437, 1.435, -1.717)  -0.532

E: -44345.22119 eV
Molar mass: 158.080 g mol⁻¹
E_HOMO: 0.14 eV
Frontier orbital gap: 5.681 eV
Charge: -2

# 4
# C4H5NO2

C4H5NO2 in the gas phase (the ωB97M-V functional and the def2-TZVPD basis, OMol25).

Each line ends with the Mulliken charge.
Cartesian coordinates (Å):
O (1.414, 2.950, 0.805)  -0.481
C (0.245, 1.368, -0.525)  -0.469
N (0.253, 0.212, 0.067)  -0.001
C (0.138, -1.045, -0.652)  -0.477
C (-0.756, -2.004, 0.103)  0.138
O (-1.124, -1.797, 1.234)  -0.469
C (0.365, 2.530, 0.349)  0.215
H (0.308, 0.094, 1.080)  0.259
H (1.123, -1.519, -0.772)  0.282
H (-0.252, -0.836, -1.652)  0.353
H (-1.038, -2.927, -0.440)  0.338
H (-0.592, 3.085, 0.480)  0.311

E: -9811.27208 eV
Molar mass: 99.089 g mol⁻¹
E_HOMO: -8.90 eV
Frontier orbital gap: 9.418 eV

# 5
# C17H19NO3

C17H19NO3 in the gas phase (the ωB97M-V functional and the def2-TZVPD basis, OMol25).

Each line ends with the Mulliken charge.
Cartesian coordinates (Å):
C (0.750, 2.743, 1.154)  -0.887
C (-0.348, 2.327, 0.554)  0.121
C (-0.362, 1.689, -0.808)  -1.051
N (-0.788, 0.313, -0.703)  0.065
C (-2.084, -0.123, -0.740)  0.592
C (-3.206, 0.778, -1.150)  -0.632
C (-4.565, 0.094, -1.009)  -0.869
C (-4.867, -0.321, 0.410)  0.461
O (-5.485, -1.302, 0.723)  -0.583
O (-4.412, 0.554, 1.316)  -0.419
C (-2.101, -1.443, -0.367)  -0.505
C (-0.779, -1.810, -0.057)  -1.082
C (0.016, -0.710, -0.268)  -0.294
C (1.463, -0.589, -0.099)  0.189
C (2.049, -0.923, 1.122)  -0.453
C (3.411, -0.826, 1.301)  -0.782
C (4.234, -0.393, 0.261)  0.927
O (5.567, -0.323, 0.547)  -0.455
C (6.450, 0.084, -0.468)  -0.827
C (3.663, -0.076, -0.965)  -0.394
C (2.293, -0.180, -1.137)  -0.534
H (0.733, 3.172, 2.141)  0.283
H (1.716, 2.673, 0.681)  0.247
H (-1.308, 2.382, 1.049)  0.284
H (0.642, 1.725, -1.236)  0.525
H (-1.047, 2.222, -1.473)  0.411
H (-3.077, 1.084, -2.195)  0.498
H (-3.204, 1.681, -0.534)  0.327
H (-4.629, -0.791, -1.642)  0.352
H (-5.355, 0.786, -1.315)  0.393
H (-4.626, 0.247, 2.210)  0.330
H (-2.957, -2.086, -0.314)  0.490
H (-0.441, -2.778, 0.257)  0.530
H (1.420, -1.255, 1.934)  0.466
H (3.869, -1.079, 2.244)  0.430
H (7.443, 0.060, -0.022)  0.240
H (6.233, 1.102, -0.808)  0.329
H (6.423, -0.598, -1.324)  0.333
H (4.270, 0.243, -1.798)  0.393
H (1.871, 0.036, -2.109)  0.552

E: -25569.58177 eV
Molar mass: 285.343 g mol⁻¹
E_HOMO: -7.57 eV
Frontier orbital gap: 8.277 eV
SMILES: C=CCn1c(CCC(=O)O)ccc1-c1ccc(OC)cc1

# 6
# C16H25ClOSZr

A molecular structure, C16H25ClOSZr in a non-equilibrium geometry (the ωB97M-V functional and the def2-TZVPD basis, OMol25).

Each line ends with the Mulliken charge.
Cartesian coordinates (Å):
C (0.053, 0.217, -5.077)  1.061
C (1.430, 0.766, -5.384)  -1.391
C (-0.174, -1.137, -5.716)  -1.392
C (-1.042, 1.201, -5.430)  -1.385
Cl (-0.026, -0.039, -3.230)  -0.209
H (-0.136, -1.034, -6.802)  0.359
H (-1.146, -1.541, -5.446)  0.381
H (0.591, -1.848, -5.414)  0.377
H (1.521, 0.932, -6.459)  0.359
H (2.208, 0.071, -5.080)  0.376
H (1.597, 1.713, -4.879)  0.379
H (-1.033, 1.381, -6.506)  0.360
H (-0.894, 2.152, -4.924)  0.378
H (-2.021, 0.815, -5.157)  0.378
C (1.521, -1.908, 2.981)  -0.420
C (0.876, -2.812, 2.104)  -0.527
C (1.174, -2.435, 0.770)  -0.422
H (0.264, -3.648, 2.400)  0.560
C (2.017, -1.303, 0.822)  -0.493
C (2.227, -0.976, 2.187)  -0.878
H (2.836, -0.171, 2.564)  0.713
H (1.508, -1.944, 4.057)  0.579
H (0.845, -2.940, -0.123)  0.622
H (2.436, -0.790, -0.027)  0.565
C (-2.336, 0.518, 2.416)  -0.734
C (-2.255, -0.680, 3.162)  -0.412
C (-2.350, -1.757, 2.247)  -0.476
H (-2.172, -0.759, 4.232)  0.577
C (-2.480, -1.224, 0.938)  -0.468
C (-2.477, 0.184, 1.046)  -0.513
H (-2.569, 0.884, 0.234)  0.536
H (-2.313, 1.515, 2.821)  0.650
H (-2.329, -2.804, 2.502)  0.572
H (-2.590, -1.791, 0.029)  0.612
Zr (-0.213, -0.623, 1.747)  0.786
C (1.387, 3.205, 3.300)  -1.152
S (0.722, 1.629, 2.650)  0.715
C (0.283, 1.105, 4.348)  -0.726
O (-0.234, 2.412, 1.736)  -0.561
H (2.287, 2.992, 3.916)  0.449
H (0.629, 3.772, 3.882)  0.390
H (1.786, 3.813, 2.463)  0.393
H (-0.610, 1.651, 4.715)  0.459
H (0.061, 0.023, 4.344)  0.097
H (1.142, 1.218, 5.043)  0.476

E: -43665.75490 eV
Molar mass: 392.119 g mol⁻¹
E_HOMO: -15.05 eV
Frontier orbital gap: 6.129 eV
Charge: +2

# 7
# C20H23NiPSe2

A molecular structure, C20H23NiPSe2 in a non-equilibrium geometry (the ωB97M-V functional and the def2-TZVPD basis, OMol25).

Each line ends with the Mulliken spin population.
Cartesian coordinates (Å):
C (-1.532, -1.033, -3.280)  0.072
C (1.338, -0.188, -3.243)  0.023
C (-1.995, 0.167, -3.629)  -0.037
H (-2.052, -1.583, -2.472)  0.001
C (0.922, 1.085, -3.057)  -0.001
H (2.118, -0.590, -2.618)  0.001
H (-3.059, 0.425, -3.392)  0.006
H (1.343, 1.694, -2.242)  0.002
C (-1.266, 1.116, -4.565)  0.008
H (-1.966, 1.941, -4.840)  0.000
H (-1.059, 0.603, -5.546)  -0.003
C (-0.523, -1.788, -4.083)  -0.009
H (-1.006, -2.086, -5.044)  0.009
H (-0.331, -2.730, -3.544)  -0.002
C (0.811, -1.037, -4.384)  0.009
H (0.675, -0.404, -5.284)  0.000
H (1.582, -1.765, -4.656)  0.002
C (0.052, 1.814, -4.099)  -0.002
H (0.652, 2.029, -5.013)  0.001
H (-0.230, 2.794, -3.702)  0.000
Ni (0.339, 0.157, -0.800)  0.939
H (-1.017, -0.336, -1.359)  -0.013
Se (2.266, -0.490, 0.054)  0.068
P (0.488, -0.021, 1.374)  0.183
Se (-1.726, 1.018, -0.836)  0.633
C (0.032, -1.350, 2.517)  0.038
C (-0.594, -2.503, 2.016)  0.015
C (-1.023, -3.459, 2.935)  -0.012
C (-0.859, -3.259, 4.316)  0.016
C (-0.196, -2.127, 4.784)  -0.006
C (0.275, -1.187, 3.885)  0.009
C (0.598, 1.330, 2.578)  -0.007
C (-0.424, 1.717, 3.475)  0.020
C (-0.121, 2.644, 4.470)  -0.001
C (1.160, 3.209, 4.548)  0.017
C (2.165, 2.773, 3.674)  -0.010
C (1.874, 1.863, 2.671)  0.014
H (-0.708, -2.621, 0.940)  0.005
H (-1.472, -4.383, 2.595)  -0.001
H (-1.240, -3.987, 5.035)  0.001
H (-0.012, -1.957, 5.843)  0.000
H (0.814, -0.308, 4.250)  0.002
H (-1.431, 1.278, 3.401)  0.001
H (-0.860, 2.918, 5.229)  0.000
H (1.393, 3.936, 5.340)  0.002
H (3.181, 3.142, 3.807)  -0.001
H (2.623, 1.542, 1.957)  0.005

E: -202134.40623 eV
Molar mass: 510.991 g mol⁻¹
2S+1: 3
E_HOMO (alpha / beta): -6.53 / -7.47 eV
Frontier orbital gap (alpha / beta): 6.907 / 6.318 eV

# 8
# C44H37N3P2PtSe

A molecular structure, C44H37N3P2PtSe (the ωB97M-V functional and the def2-TZVPD basis, OMol25).

Each line ends with the Mulliken charge.
Cartesian coordinates (Å):
Pt (0.083, -0.274, -2.035)  1.049
C (-3.994, 1.402, 0.753)  -0.567
C (-3.070, 1.416, 1.791)  -0.728
C (-2.009, 0.527, 1.785)  -0.595
C (-1.857, -0.403, 0.755)  0.422
C (-2.796, -0.420, -0.269)  -0.154
C (-3.854, 0.481, -0.272)  -0.810
P (-0.369, -1.495, 0.858)  1.357
C (-0.868, -2.462, 2.358)  -0.353
C (-2.185, -2.809, 2.667)  -0.007
C (-2.474, -3.550, 3.801)  -0.667
C (-1.450, -3.957, 4.651)  -0.535
C (-0.139, -3.615, 4.363)  -0.551
C (0.143, -2.867, 3.225)  -0.531
C (-0.687, -2.698, -0.474)  2.361
C (-1.067, -4.023, -0.269)  -0.797
C (-1.158, -4.899, -1.344)  -0.618
C (-0.902, -4.434, -2.630)  -0.871
C (-0.545, -3.104, -2.834)  -0.821
C (-0.412, -2.217, -1.765)  -1.747
H (-4.817, 2.106, 0.747)  0.391
H (-3.168, 2.130, 2.599)  0.412
H (-1.283, 0.553, 2.592)  0.539
H (-2.713, -1.141, -1.072)  0.364
H (-4.569, 0.459, -1.085)  0.439
H (-2.987, -2.490, 2.011)  0.436
H (-3.499, -3.812, 4.028)  0.415
H (-1.679, -4.534, 5.538)  0.375
H (0.662, -3.922, 5.024)  0.423
H (1.166, -2.590, 2.999)  0.363
H (-1.261, -4.385, 0.734)  0.381
H (-1.442, -5.932, -1.182)  0.445
H (-0.982, -5.107, -3.475)  0.340
H (-0.338, -2.759, -3.841)  0.388
N (-0.623, 1.504, -2.375)  -0.998
P (-0.257, 2.861, -1.689)  1.199
C (1.335, 3.520, -2.285)  0.596
C (1.769, 3.095, -3.539)  -0.432
C (2.965, 3.567, -4.061)  -0.792
C (3.734, 4.465, -3.333)  -0.471
C (3.309, 4.888, -2.081)  -0.809
C (2.114, 4.415, -1.556)  -0.347
C (-1.496, 4.130, -2.068)  -0.017
C (-1.280, 5.490, -1.854)  -0.184
C (-2.276, 6.407, -2.154)  -0.756
C (-3.490, 5.970, -2.669)  -0.443
C (-3.706, 4.617, -2.889)  -0.735
C (-2.709, 3.697, -2.592)  -0.365
C (-0.050, 2.949, 0.131)  0.541
C (-0.826, 3.748, 0.962)  -0.667
C (-0.615, 3.744, 2.338)  -0.692
C (0.360, 2.929, 2.889)  -0.691
C (1.122, 2.106, 2.065)  -0.502
C (0.918, 2.116, 0.697)  -0.200
H (1.161, 2.381, -4.081)  0.478
H (3.300, 3.230, -5.034)  0.418
H (4.668, 4.831, -3.739)  0.393
H (3.913, 5.581, -1.509)  0.403
H (1.797, 4.732, -0.570)  0.419
H (-0.332, 5.834, -1.459)  0.371
H (-2.105, 7.464, -1.991)  0.399
H (-4.265, 6.689, -2.904)  0.390
H (-4.650, 4.279, -3.298)  0.403
H (-2.843, 2.636, -2.767)  0.450
H (-1.593, 4.383, 0.538)  0.398
H (-1.219, 4.376, 2.978)  0.452
H (0.522, 2.926, 3.960)  0.364
H (1.873, 1.457, 2.499)  0.356
H (1.499, 1.466, 0.051)  0.318
C (3.569, -1.049, 0.724)  -1.100
N (3.082, -2.293, 0.158)  0.444
C (2.510, -2.446, -1.043)  -0.687
Se (2.280, -1.113, -2.375)  -0.306
N (2.138, -3.728, -1.163)  0.326
C (2.401, -4.412, 0.013)  0.321
C (2.142, -5.713, 0.418)  -0.772
C (2.562, -6.064, 1.687)  -0.658
C (3.222, -5.150, 2.522)  -0.616
C (3.470, -3.851, 2.118)  -0.727
C (3.033, -3.500, 0.849)  0.886
H (3.475, -0.272, -0.030)  0.343
H (4.612, -1.158, 1.018)  0.368
H (2.956, -0.791, 1.586)  0.342
H (1.536, -4.035, -1.919)  0.285
H (1.625, -6.410, -0.228)  0.478
H (2.375, -7.066, 2.048)  0.405
H (3.537, -5.469, 3.507)  0.436
H (3.968, -3.141, 2.765)  0.440

E: -137870.26235 eV
Molar mass: 943.787 g mol⁻¹
E_HOMO: -6.92 eV
Frontier orbital gap: 6.894 eV